DFT (the ωB97M-V functional and the def2-TZVPD basis) results for a molecular structure, C23H17AuBrNO2STe.

Output
LUMO level in eV: -1.4
ΔE to the lowest compared entry with this formula, charge and spin in kJ/mol: 30.2
M in g mol⁻¹: 775.93
Highest occupied orbital energy in eV: -8.205
HOMO-LUMO gap in eV: 6.787

```
! wB97M-V def2-TZVPD RIJCOSX def2/J DEFGRID3
* xyz 0 1
Au 1.4974 0.6436 0.8377
C -0.2395 0.2157 -2.4459
C 0.0396 1.6732 -2.2361
C -0.5581 2.6473 -3.0742
C -0.2878 3.9639 -2.8668
C 0.5778 4.3468 -1.8168
C 0.8839 5.6999 -1.5427
C 1.6990 6.0151 -0.4963
C 2.2363 4.9969 0.3155
C 1.9799 3.6717 0.0653
S 2.8148 2.4803 1.0615
C 1.1242 3.3182 -1.0210
N 0.8441 2.0080 -1.2550
H -0.8240 0.0512 -3.3490
H -0.7953 -0.1820 -1.5931
H 0.6962 -0.3384 -2.5102
H -1.2190 2.3280 -3.8684
H -0.7299 4.7303 -3.4924
H 0.4508 6.4717 -2.1669
H 1.9314 7.0478 -0.2728
H 2.8690 5.2597 1.1537
Br -1.0428 -7.3799 -1.5720
C -0.3913 -5.6568 -1.1297
C -1.0385 -4.9211 -0.1495
C -0.5599 -3.6610 0.1706
C 0.5549 -3.1504 -0.4863
C 1.1923 -3.9032 -1.4644
C 0.7206 -5.1637 -1.7938
C 1.0707 -1.7923 -0.1514
O 2.0753 -1.3178 -0.6948
O 0.3989 -1.1243 0.7249
H -1.9033 -5.3301 0.3541
H -1.0437 -3.0632 0.9318
H 2.0607 -3.4892 -1.9590
H 1.2080 -5.7583 -2.5535
Te 0.7559 1.5880 3.1186
C -0.6555 0.0271 3.2864
C -0.2961 -1.1872 3.8642
C -1.2218 -2.2162 3.9516
C -2.5080 -2.0386 3.4591
C -2.8697 -0.8300 2.8807
C -1.9449 0.2013 2.7924
H 0.7097 -1.3313 4.2370
H -0.9367 -3.1593 4.4003
H -3.2292 -2.8434 3.5275
H -3.8713 -0.6892 2.4952
H -2.2252 1.1410 2.3340
*
```